# C3H10S

2 unconnected molecules or ions with the total composition C3H10S (wB97M-V/def2-TZVPD, the Open Molecules 2025 dataset).

Cartesian coordinates (Å):
1 C 1.2295 -1.6530 -0.7085
2 C -0.0061 -2.4859 -0.4455
3 H 1.0147 -0.6971 -1.1917
4 H 1.7852 -1.3599 0.1805
5 H 1.9394 -2.1543 -1.3712
6 H 0.1095 -3.5195 -0.7936
7 H -0.9390 -2.1960 -0.9234
8 H -0.1446 -2.6156 0.6292
9 C -0.4025 2.9672 0.9586
10 S -1.5611 1.7619 0.2302
11 H -0.6240 3.0671 2.0107
12 H -0.2794 3.8802 0.3778
13 H 0.6013 2.5788 0.7581
14 H -2.7232 2.4261 0.2889

The spin multiplicity is 1. The calculation puts the relative energy (zero: lowest compared OMol25 entry of this formula, charge and spin) at 11.9 kcal/mol. As for the structure (SMILES): CC.CS. Its total energy is -518.452899 Eh. The HOMO energy is -0.3350 Eh. The HOMO-LUMO gap is 10.071 eV. The value obtained for the largest force on an atom is 1.382 eV/Å.